186
Properties=species:S:1:pos:R:3:forces:R:3:mulliken_charge:R:1 method="wB97M-V/def2-TZVPD" charge=+1 orbital_gap_ev=6.93 energy_ha=-4909.96235 relative_energy_ev=0.000 homo_ev=-9.9 spin_multiplicity=1
Pb 1.6528 1.5143 -2.2679 -0.75 -0.40 0.06 1.28
C -1.6051 1.0980 0.7819 0.91 -0.08 -1.23 -0.02
F -1.5769 0.0680 -0.0956 -0.34 0.00 0.28 0.16
F -2.3712 2.0420 0.2444 -0.24 0.10 0.40 -0.02
F -2.0816 0.6754 1.8869 -0.73 -0.20 1.44 -0.02
S 0.1544 1.7464 0.9821 -0.04 -0.02 -0.99 0.42
O 0.1619 3.0167 0.3160 0.02 -0.42 0.54 -0.37
O 0.4544 1.7761 2.3558 0.29 -0.27 1.10 -0.50
N 1.0189 0.6726 0.0752 -0.19 0.87 1.19 0.59
S 1.3938 -0.5695 1.0742 0.55 -0.53 -0.36 -0.06
O 2.6823 -0.4958 1.6671 0.65 0.32 -0.43 -0.46
O 0.2972 -0.9060 1.9051 -0.99 -0.29 0.52 -0.49
C 1.4437 -1.9654 -0.1211 0.30 0.61 -0.36 0.01
F 2.0825 -2.9459 0.4595 0.56 -0.52 0.00 0.03
F 0.2181 -2.3669 -0.3939 -0.46 -0.05 -0.47 -0.13
F 2.0627 -1.6235 -1.2865 -0.24 -0.18 0.50 0.12
C -5.2512 2.4774 -1.2434 -0.38 -1.52 0.14 -1.18
C -6.6755 2.3324 -1.7669 -0.48 1.13 -1.05 0.49
C -7.7683 2.7711 -0.7945 0.18 0.05 -0.22 -0.92
O -7.8252 1.8828 0.2789 0.11 -0.12 0.44 -0.24
C -8.7166 2.3227 1.2821 0.10 0.31 -0.06 -0.79
N -6.7677 3.1306 -3.0351 -0.46 0.31 0.42 -0.78
H -4.6157 2.2168 -2.0943 0.30 0.45 0.16 0.06
H -5.0662 1.7100 -0.4821 -0.06 0.18 0.03 0.19
H -5.0305 3.4359 -0.7828 -0.04 0.29 -0.29 0.58
H -6.8961 1.3160 -2.1025 0.28 -0.15 0.39 0.32
H -8.7458 2.7866 -1.3043 0.13 0.10 -0.07 0.40
H -7.5521 3.7983 -0.4408 -0.05 -0.13 -0.08 0.34
H -9.7427 2.4039 0.8989 0.05 -0.21 0.09 0.31
H -8.4355 3.3196 1.6522 0.07 -0.10 -0.03 0.32
H -8.6437 1.6184 2.1024 -0.20 -0.11 0.05 0.23
H -7.6743 2.9554 -3.4747 0.29 -0.12 0.07 0.30
H -6.8155 4.1318 -2.8098 0.23 -0.36 0.01 0.26
C -4.9481 -1.2982 -1.5602 0.28 -0.24 -1.15 -1.15
C -4.3680 -2.7320 -1.6787 -1.25 0.34 0.62 0.62
C -3.2604 -3.0014 -0.7029 0.41 -0.14 -0.84 0.09
O -3.6683 -2.7384 0.5889 -0.75 0.27 0.15 -0.45
C -2.5977 -2.9209 1.4455 0.93 -0.27 0.54 -0.11
N -5.4403 -3.7564 -1.4229 0.76 0.47 -0.33 -0.77
H -5.6107 -1.1395 -2.4227 -0.16 -0.13 0.26 0.48
H -4.1856 -0.5166 -1.7105 0.00 -0.24 0.46 -0.05
H -5.5201 -1.1499 -0.6506 0.18 0.08 0.20 0.56
H -3.9174 -2.8118 -2.6806 -0.64 -0.50 0.21 0.29
H -2.3646 -2.3964 -0.9307 -0.07 -0.07 -0.12 -0.32
H -2.9917 -4.0667 -0.8079 0.23 0.06 0.05 0.31
H -1.7845 -2.2146 1.2357 -0.16 0.15 0.19 0.08
H -2.1515 -3.9142 1.2989 -0.15 -0.10 0.20 -0.26
H -2.9500 -2.8210 2.4639 0.05 0.06 0.18 0.36
H -6.3481 -3.3132 -1.3635 -0.02 0.07 -0.21 0.29
H -5.2915 -4.1529 -0.4976 0.03 0.07 -0.17 0.34
C 1.6118 -5.5823 2.3680 0.25 -0.63 -0.76 -1.28
C 0.7219 -6.7377 1.8770 0.55 -0.07 1.26 0.24
C -0.0765 -6.3429 0.6848 -0.15 0.49 -0.64 1.09
O -0.7306 -7.4750 0.1693 0.14 -0.07 0.31 -0.40
C -1.7750 -7.1481 -0.6819 -0.76 -0.69 -0.98 -0.64
N 1.5559 -7.8951 1.6453 0.60 -0.29 0.12 -0.66
H 2.4294 -5.5070 1.6312 -0.12 0.25 0.19 0.27
H 2.0787 -5.8376 3.3140 -0.13 0.05 0.14 0.39
H 1.1164 -4.6146 2.4226 -0.16 -0.06 0.11 0.31
H 0.0693 -7.0658 2.6967 -0.34 0.41 -0.19 0.25
H 0.5952 -5.9337 -0.0961 -0.08 0.04 0.12 -0.05
H -0.8039 -5.5615 0.9438 0.00 -0.04 0.02 -0.71
H -2.6523 -6.7502 -0.1556 0.19 0.26 0.03 0.26
H -2.1035 -8.0776 -1.1664 0.06 0.15 0.18 0.35
H -1.4784 -6.4843 -1.5107 0.05 0.17 0.31 0.18
H 2.4307 -7.6743 1.1867 -0.12 0.00 -0.17 0.21
H 1.0702 -8.6260 1.1464 -0.01 0.02 -0.08 0.30
C 6.3420 0.8527 -0.9118 0.52 -0.03 0.86 -1.78
C 4.8490 1.1515 -0.8988 -0.33 -0.99 -1.61 1.23
C 4.6509 2.6531 -0.9122 0.41 -0.17 1.61 -1.02
O 3.2691 3.0416 -0.9395 0.60 0.42 -0.29 0.05
C 3.1236 4.4514 -0.6842 0.07 -0.05 -0.38 -0.55
N 4.1729 0.5205 -2.1451 0.99 0.63 0.68 0.08
H 6.5435 -0.2086 -0.7476 -0.23 -0.06 -0.41 0.33
H 6.8632 1.3064 -0.0515 -0.29 0.21 -0.30 0.46
H 6.8364 1.1937 -1.8240 -0.09 -0.07 -0.01 0.40
H 4.4070 0.6740 -0.0205 -0.21 0.26 -0.06 -0.37
H 5.3143 3.1158 -1.6632 -0.72 0.08 -0.27 0.39
H 5.0548 2.9842 0.0633 -0.09 0.08 -0.32 0.40
H 3.5793 5.0311 -1.4977 0.11 -0.10 0.21 0.29
H 3.5622 4.7245 0.2763 0.10 -0.10 -0.03 0.30
H 2.0702 4.7009 -0.6598 -0.14 -0.20 0.08 -0.06
H 4.4820 1.1047 -2.9368 0.01 -0.28 0.26 0.34
H 4.6210 -0.4007 -2.3578 -0.48 0.56 0.22 -0.37
C -3.4554 2.2022 5.3443 0.52 -0.19 -0.03 -1.21
C -2.1810 2.3423 6.1907 -0.45 0.23 -0.32 0.48
C -1.0480 1.5991 5.5629 0.56 -0.32 -0.55 -0.29
O 0.0365 1.6062 6.4768 -0.31 -0.23 0.04 -0.46
C 1.0576 0.7039 6.1260 0.23 0.26 -0.01 -0.60
N -1.8566 3.7650 6.3428 -0.17 0.10 -0.27 -0.79
H -4.2735 2.7208 5.8345 -0.18 -0.04 -0.05 0.34
H -3.7054 1.1530 5.1558 -0.11 0.09 0.33 0.43
H -3.3026 2.6315 4.3461 0.05 0.20 0.16 0.02
H -2.3104 1.8664 7.1676 -0.26 0.25 0.11 0.28
H -0.7403 2.0903 4.6208 -0.12 -0.18 0.11 -0.07
H -1.3535 0.5634 5.3361 0.15 0.06 0.05 0.46
H 0.6543 -0.2626 5.8072 0.00 0.02 -0.05 0.27
H 1.6699 0.5523 7.0129 0.06 0.00 -0.01 0.29
H 1.6828 1.1279 5.3296 -0.02 -0.21 -0.06 0.21
H -0.8515 3.8361 6.4960 -0.20 0.08 0.15 0.36
H -2.0271 4.2122 5.4317 0.24 -0.30 0.52 0.31
C -1.9092 -1.5235 -3.9324 0.16 -0.98 -0.70 -1.35
C -0.5622 -0.9834 -3.4938 -0.29 0.13 0.92 1.70
C 0.3231 -0.7919 -4.6742 0.30 0.86 -0.78 -1.48
O 1.6162 -0.3733 -4.2298 -0.24 -0.26 0.09 0.67
C 2.5853 -0.4239 -5.2605 0.23 0.35 0.18 -1.04
N -0.6787 0.2925 -2.7129 -0.06 -0.21 -0.84 1.09
H -2.4651 -0.8233 -4.5597 -0.14 0.24 0.40 0.34
H -2.4896 -1.9233 -3.1029 0.06 0.63 -0.07 -0.52
H -1.7708 -2.3993 -4.5921 0.15 0.19 0.22 0.64
H -0.0570 -1.7049 -2.8472 -0.14 -0.05 0.08 -0.52
H -0.0913 -0.0156 -5.3494 0.07 -0.16 0.16 0.07
H 0.3960 -1.7073 -5.2738 0.11 -0.03 0.24 0.51
H 3.5675 -0.3344 -4.7961 -0.03 -0.09 0.08 0.06
H 2.4646 0.4299 -5.9350 -0.11 -0.26 -0.27 0.23
H 2.5236 -1.3876 -5.7657 0.05 0.13 -0.28 0.39
H -1.2780 0.1405 -1.9018 0.32 -0.06 -0.33 -0.65
H -1.1854 0.9586 -3.3157 0.24 -0.05 0.27 0.10
C -1.9630 4.8113 -1.2344 -0.69 0.15 0.12 -1.10
C -1.4977 3.6617 -2.1048 2.01 -0.31 1.14 3.33
C -1.9650 3.7661 -3.5111 -0.87 0.23 -0.08 -1.41
O -1.6168 2.6359 -4.2648 0.76 -0.20 -0.40 -0.28
C -1.5009 2.9525 -5.6422 -0.23 0.03 0.02 -1.05
N 0.0380 3.6626 -2.0367 -0.58 1.01 -1.44 -0.05
H -1.9530 5.7722 -1.7590 0.14 -0.09 -0.01 0.33
H -1.3160 4.8780 -0.3638 -0.09 0.15 0.05 0.14
H -2.9773 4.6692 -0.8538 0.00 -0.05 -0.14 -0.05
H -1.7103 2.7052 -1.6177 -0.58 0.27 -0.53 -1.98
H -1.5543 4.6899 -3.9458 0.05 -0.12 -0.08 0.54
H -3.0599 3.8469 -3.5413 0.02 0.25 0.15 0.43
H -1.3117 2.0298 -6.1802 -0.06 -0.10 -0.09 0.35
H -0.6739 3.6478 -5.8281 -0.04 -0.01 0.09 0.32
H -2.4326 3.4083 -5.9939 0.09 -0.08 -0.14 0.32
H 0.3418 4.4986 -2.5558 -0.02 -0.37 0.05 0.28
H 0.2216 3.8565 -1.0529 0.15 -0.02 -0.76 -0.47
C -3.0143 5.6922 2.3347 -0.14 -0.31 -0.49 -1.59
C -1.5039 5.6965 2.4036 0.19 0.17 0.91 2.41
C -0.8300 6.9818 1.9218 0.98 -0.15 -0.09 -0.94
O -1.5851 7.6300 0.9390 -0.17 0.03 -0.24 -0.32
C -0.8547 8.6339 0.2881 0.56 0.10 -0.35 -0.76
N -1.1247 5.3861 3.7981 0.13 -0.14 -0.62 -0.37
H -3.3892 6.0487 1.3750 0.08 0.15 0.07 0.32
H -3.4649 6.2792 3.1329 -0.02 0.06 0.03 0.48
H -3.3220 4.6511 2.4249 -0.24 0.01 0.26 0.31
H -1.1213 4.8702 1.8000 -0.06 0.01 -0.02 -1.79
H 0.1684 6.7022 1.5132 -0.27 0.04 -0.06 0.39
H -0.5615 7.6591 2.7507 -0.53 0.00 0.03 0.54
H -0.3433 9.2904 1.0050 -0.19 0.05 -0.06 0.34
H -1.5240 9.2100 -0.3467 -0.13 0.04 0.17 0.26
H -0.0702 8.2173 -0.3765 -0.19 -0.08 0.27 0.24
H -1.5009 6.0761 4.4413 0.13 0.10 -0.12 0.34
H -0.1139 5.3623 3.8976 -0.12 0.00 0.14 0.19
C 5.1479 -3.5475 -1.8601 0.73 -0.11 0.43 -1.49
C 5.1350 -3.2781 -3.3366 0.92 0.16 -0.10 0.16
C 3.7628 -3.3532 -3.9207 -1.02 -0.22 -0.73 0.28
O 3.1355 -4.5648 -3.5166 0.32 0.56 0.09 -0.38
C 1.7868 -4.6440 -3.8912 -0.53 0.06 -0.39 -0.34
N 5.6566 -1.9034 -3.5840 -0.12 -0.16 -0.40 -0.59
H 4.8064 -4.5511 -1.6225 -0.35 0.08 -0.04 0.51
H 4.5848 -2.7851 -1.3279 -0.22 -0.05 0.18 0.13
H 6.1849 -3.5187 -1.5062 -0.07 0.18 0.04 0.45
H 5.7734 -4.0322 -3.8204 -0.16 0.09 -0.04 0.50
H 3.8224 -3.2956 -5.0336 -0.03 -0.15 0.37 0.53
H 3.1582 -2.4810 -3.6101 0.11 -0.23 0.20 -0.65
H 1.6720 -4.9784 -4.9355 0.06 0.15 0.15 0.32
H 1.2635 -3.6775 -3.7760 0.21 -0.10 0.00 -0.08
H 1.2641 -5.3603 -3.2562 0.26 -0.07 0.05 0.22
H 6.6498 -1.8543 -3.3650 -0.16 -0.14 0.12 0.27
H 5.6106 -1.7074 -4.5873 0.01 -0.07 0.25 0.22
C 4.8013 -5.1169 4.0992 -0.31 0.12 0.05 -1.02
C 6.2125 -4.5375 4.0258 -0.16 -0.64 0.09 0.61
C 6.2321 -3.1333 4.5141 0.07 1.06 1.24 -1.01
O 5.3242 -2.3181 3.8145 -0.08 0.47 0.06 -0.22
C 5.8447 -1.9716 2.5648 0.40 0.07 -0.44 -0.27
N 7.1549 -5.3014 4.8453 -0.01 -0.16 0.32 -0.74
H 4.7808 -6.0831 3.5927 -0.15 -0.07 0.13 0.39
H 4.0062 -4.4843 3.6930 0.38 0.06 -0.34 0.15
H 4.5103 -5.2350 5.1489 0.21 -0.24 -0.01 0.25
H 6.5694 -4.5083 2.9927 0.02 -0.38 -0.02 0.13
H 7.2397 -2.6841 4.5155 -0.05 -0.25 -0.38 0.39
H 5.9495 -3.0816 5.5778 -0.28 -0.20 -0.21 0.43
H 5.8340 -2.8295 1.8842 0.05 0.02 -0.14 0.20
H 6.8876 -1.6299 2.6763 -0.15 -0.02 -0.15 0.38
H 5.2623 -1.1750 2.1054 -0.22 0.02 0.24 -0.24
H 6.9595 -5.0850 5.8260 0.15 0.02 -0.22 0.29
H 6.9516 -6.2969 4.7840 0.13 0.12 -0.24 0.29